C26H28I2O5SbW | the ωB97M-V functional and the def2-TZVPD basis

```
63
Properties=species:S:1:pos:R:3:forces:R:3:lowdin_charge:R:1
W 1.593 -0.901 -1.130 -2.150 1.605 0.817 1.132
O 2.657 1.889 -0.357 -0.556 0.075 -0.326 0.006
C 2.881 0.751 -1.076 0.398 -0.582 0.786 -0.571
O 3.065 -0.374 -0.234 2.693 -0.040 1.649 -0.355
C 3.973 0.692 -2.132 -0.326 -0.113 -0.065 -0.067
O 3.775 -0.597 -2.750 0.345 0.163 -0.282 -0.202
C 3.368 -0.565 -4.109 0.119 -0.053 0.364 -0.087
C 1.844 -0.531 -4.180 0.609 0.523 -0.696 -0.496
O 1.166 -0.443 -5.138 -0.079 -0.111 0.234 0.234
O 1.324 -0.642 -2.901 -0.749 -0.511 -1.829 -0.369
H 3.465 2.381 -0.148 0.146 -0.052 -0.033 0.151
H 4.965 0.682 -1.674 -0.054 0.088 0.084 0.164
H 3.911 1.510 -2.849 -0.076 -0.038 -0.040 0.156
H 3.738 -1.472 -4.590 -0.053 0.022 -0.066 0.142
H 3.785 0.282 -4.655 -0.091 0.040 -0.014 0.165
I 1.486 -2.798 0.784 0.282 0.208 -0.223 0.622
C 2.445 -5.324 -1.937 -0.383 1.304 -1.364 -0.212
I 2.014 -3.528 -2.785 0.527 -2.824 0.292 1.348
H 1.634 -5.917 -1.521 0.059 0.110 0.220 0.045
H 3.452 -5.718 -2.054 0.017 0.045 0.138 0.047
C -3.356 1.724 -0.240 -0.144 0.077 0.010 -0.030
C -2.483 2.661 0.539 -0.001 -0.078 -0.246 -0.286
C -3.032 3.855 1.017 0.079 -0.048 -0.002 -0.004
C -2.273 4.795 1.692 0.112 -0.025 -0.018 -0.012
C -0.921 4.566 1.934 -0.086 -0.012 0.031 -0.037
C -0.348 3.387 1.498 0.262 0.039 0.079 -0.125
C -1.137 2.457 0.825 0.629 -0.113 -0.510 -0.265
Sb 0.012 0.638 0.454 -2.079 -0.147 1.148 1.701
C -0.990 -0.764 -1.000 0.584 0.504 0.441 -0.434
C -1.112 -0.106 -2.251 -0.436 0.004 0.062 -0.186
C -1.721 -0.733 -3.318 -0.037 0.126 0.059 -0.040
C -2.225 -2.021 -3.148 -0.012 0.117 -0.031 0.001
C -2.219 -2.621 -1.898 -0.013 -0.048 0.213 -0.009
C -1.662 -1.990 -0.786 0.058 -0.061 0.020 -0.322
C -1.909 -2.536 0.583 0.063 -0.166 0.009 -0.092
C 0.350 0.096 2.533 0.355 0.019 -0.743 -0.342
C 1.694 0.029 2.897 0.157 -0.044 0.032 -0.186
C 2.026 -0.203 4.220 -0.061 0.015 -0.037 -0.046
C 1.010 -0.354 5.158 0.095 -0.036 -0.032 -0.019
C -0.315 -0.293 4.769 -0.123 -0.015 -0.072 -0.003
C -0.691 -0.061 3.442 -0.015 0.057 -0.119 -0.287
C -2.146 -0.034 3.072 0.085 0.098 0.210 -0.035
H -4.253 1.475 0.329 0.056 -0.077 0.058 0.106
H -2.841 0.806 -0.513 -0.159 0.028 -0.009 0.034
H -3.711 2.220 -1.145 0.087 -0.081 -0.073 0.108
H -4.079 4.050 0.819 -0.020 -0.031 0.033 0.137
H -2.728 5.719 2.021 -0.026 -0.012 0.005 0.131
H -0.322 5.301 2.452 0.013 -0.017 0.021 0.127
H 0.702 3.198 1.692 -0.010 0.037 0.028 0.101
H -0.782 0.924 -2.362 0.223 -0.103 -0.092 0.121
H -1.804 -0.228 -4.270 -0.018 0.004 -0.009 0.134
H -2.680 -2.531 -3.987 -0.028 -0.008 0.007 0.135
H -2.720 -3.572 -1.758 -0.001 -0.009 -0.007 0.138
H -1.682 -3.600 0.652 0.020 0.008 -0.001 0.086
H -2.976 -2.435 0.803 0.009 0.067 0.009 0.119
H -1.357 -1.999 1.353 -0.004 -0.031 0.015 0.015
H 2.487 0.136 2.165 -0.032 0.026 0.008 0.077
H 3.065 -0.278 4.512 0.002 0.063 0.027 0.124
H 1.263 -0.534 6.194 -0.047 -0.005 0.011 0.129
H -1.101 -0.443 5.500 0.013 0.021 0.030 0.137
H -2.613 -0.988 3.321 -0.028 -0.015 -0.130 0.103
H -2.291 0.180 2.012 -0.175 -0.054 0.021 0.036
H -2.667 0.726 3.655 -0.026 0.065 -0.103 0.110
```
Positions in Å, forces in eV/Å.

Computed properties:
Max |F| ... 3.158 eV Å⁻¹
Total charge ... +3
Lowest unoccupied orbital energy (alpha / beta) ... -13.02 / -12.77 eV
Energy relative to the best compared isomer or geometry (same formula, charge and spin) ... 3.285 eV

C15H21BrN3S | the ωB97M-V functional and the def2-TZVPD basis

```
41
Properties=species:S:1:pos:R:3:forces:R:3:lowdin_charge:R:1
C -4.344 -0.929 3.358 0.185 -0.067 -0.134 -0.099
C -3.653 -0.986 2.001 -0.231 0.140 0.074 -0.284
C -4.377 -0.121 0.974 0.201 -0.233 -0.074 -0.186
C -3.727 -0.169 -0.423 -0.305 0.052 0.094 -0.166
C -2.400 0.513 -0.416 0.390 -0.276 -0.090 -0.176
C -2.298 1.929 -0.630 0.115 -0.053 0.010 -0.249
C -3.503 2.758 -0.916 -0.136 0.086 -0.033 -0.009
N -1.155 2.555 -0.647 -0.226 0.609 -0.100 0.174
C -0.012 1.913 -0.368 0.315 -0.906 0.201 -0.207
C 1.201 2.633 -0.362 0.129 -0.145 0.062 0.029
C 2.385 2.012 -0.072 0.055 0.149 0.002 -0.092
C 2.386 0.656 0.280 0.064 -0.585 -0.004 -0.649
Br 4.030 -0.217 0.723 -0.451 0.293 -0.079 0.768
C 1.226 -0.087 0.291 0.497 0.448 0.525 -0.180
C 0.008 0.522 -0.077 0.004 0.625 -0.126 -0.171
C -1.225 -0.166 -0.190 -0.188 -0.509 0.071 -0.404
S -1.198 -1.966 -0.113 0.047 0.144 -0.397 1.023
C -0.505 -2.271 -1.819 -0.134 0.001 0.785 -0.577
N -0.888 -1.421 -2.861 -0.018 0.242 -0.401 0.062
N 1.021 -2.173 -1.708 0.175 0.038 -0.015 0.173
H -4.363 0.091 3.735 -0.033 0.093 0.084 0.078
H -3.819 -1.551 4.078 -0.016 -0.032 0.136 0.074
H -5.368 -1.285 3.279 -0.122 -0.025 0.046 0.077
H -2.620 -0.644 2.113 0.042 -0.043 -0.006 0.096
H -3.626 -2.021 1.653 0.051 -0.019 -0.046 0.099
H -4.409 0.909 1.332 -0.091 0.063 0.018 0.113
H -5.406 -0.473 0.877 -0.065 0.068 0.031 0.125
H -3.612 -1.217 -0.709 -0.061 0.128 -0.071 0.089
H -4.392 0.314 -1.139 0.024 -0.026 -0.057 0.114
H -3.196 3.794 -1.018 -0.024 0.003 0.002 0.090
H -3.980 2.440 -1.842 -0.103 -0.010 -0.052 0.092
H -4.234 2.676 -0.116 -0.134 -0.003 0.031 0.085
H 1.160 3.687 -0.585 0.014 0.136 -0.064 0.128
H 3.313 2.562 -0.076 0.079 0.058 -0.007 0.111
H 1.220 -1.069 0.745 0.030 -0.076 -0.091 0.093
H -0.751 -3.311 -2.044 0.118 0.139 -0.018 0.123
H -1.701 -1.725 -3.376 -0.002 -0.089 0.024 0.110
H -0.985 -0.446 -2.598 -0.052 -0.043 0.049 0.089
H 1.411 -2.978 -1.206 -0.047 0.235 -0.061 0.167
H 1.428 -2.118 -2.651 -0.088 -0.002 0.227 0.170
H 1.263 -1.302 -1.155 -0.009 -0.610 -0.548 0.097
```
Positions in Å, forces in eV/Å.

Computed properties:
Max |F| ... 0.980 eV Å⁻¹
SMILES ... CCCCc1c(C)nc2ccc(Br)cc2c1S[C@@H](N)[NH3+]
Total charge ... +1
Lowest unoccupied orbital energy ... -3.45 eV

C24H25IrN2O4S3 | the ωB97M-V functional and the def2-TZVPD basis

```
59
Properties=species:S:1:pos:R:3:forces:R:3:lowdin_spin:R:1
Ir 0.481 0.042 -0.428 -0.390 -0.693 0.063 0.038
O -1.352 0.887 3.621 0.069 -0.018 0.164 0.197
C -0.567 0.113 4.303 -0.117 0.108 -0.056 0.173
C -0.776 0.103 5.722 0.117 -0.155 0.074 0.153
C 0.011 -0.687 6.517 -0.226 0.187 -0.054 0.003
C 0.999 -1.486 5.931 0.083 -0.071 -0.118 0.276
C 1.211 -1.487 4.527 -0.042 0.025 -0.012 0.069
C 0.457 -0.702 3.700 0.108 -0.024 -0.007 0.084
C 0.681 -0.676 2.241 0.561 -0.494 -0.362 -0.007
O 0.008 0.153 1.516 -0.297 0.086 -0.115 0.006
N 1.561 -1.476 1.685 -0.463 -0.081 0.756 0.015
N 1.615 -1.301 0.328 0.228 0.818 0.009 -0.016
C 2.574 -2.152 -0.199 0.024 -0.179 -0.193 0.000
S 3.654 -2.942 0.816 -0.021 0.005 0.029 -0.006
C 4.347 -4.005 -0.490 0.050 0.016 -0.072 -0.001
C 4.286 -3.246 -1.800 0.070 -0.067 0.028 0.000
S 2.643 -2.462 -1.863 -0.026 -0.013 -0.011 -0.001
H -1.129 0.875 2.662 0.059 -0.065 -0.039 0.001
H -1.564 0.730 6.116 -0.008 0.029 0.007 0.004
H -0.128 -0.705 7.588 -0.036 0.026 0.031 -0.003
H 1.614 -2.117 6.558 0.035 -0.019 -0.017 0.011
H 1.981 -2.119 4.107 0.011 -0.002 0.001 0.001
H 3.758 -4.924 -0.510 -0.003 0.040 0.023 0.000
H 5.374 -4.245 -0.214 -0.010 0.017 0.003 0.000
H 4.378 -3.907 -2.661 -0.040 0.001 0.002 0.000
H 5.036 -2.456 -1.866 -0.033 0.002 -0.002 0.000
C 3.067 1.434 -1.749 -0.090 0.129 0.277 0.000
C 2.050 1.179 -2.835 0.060 0.245 -0.075 0.000
O 1.023 0.179 -2.452 0.332 -0.149 0.299 0.001
H 3.590 2.366 -1.963 0.102 -0.058 -0.120 0.000
H 3.803 0.637 -1.664 0.018 -0.035 -0.030 0.000
H 2.593 1.577 -0.766 0.107 0.034 -0.320 0.000
H 2.508 0.800 -3.748 -0.039 0.053 -0.003 0.000
H 1.484 2.074 -3.087 0.014 -0.030 0.063 0.000
H 1.304 -0.672 -2.809 -0.184 0.001 -0.120 0.000
O -1.071 1.073 -0.895 0.210 0.472 0.061 0.004
S -1.347 2.125 -2.062 -0.470 0.098 -0.414 -0.001
C -2.909 2.809 -1.558 0.322 -0.288 0.134 0.000
C -3.697 2.183 -0.613 -0.457 0.019 0.223 0.000
C -4.925 2.764 -0.301 0.359 -0.478 0.107 0.000
C -5.331 3.920 -0.936 -0.248 0.159 -0.039 0.000
C -4.508 4.544 -1.856 0.346 0.027 -0.300 0.000
C -3.274 3.985 -2.179 -0.250 0.460 -0.065 0.000
C -1.743 1.165 -3.500 0.155 -0.175 0.222 0.000
C -1.413 1.722 -4.724 0.108 0.037 -0.121 0.000
C -1.625 0.970 -5.873 -0.029 0.117 0.015 0.000
C -2.153 -0.307 -5.778 -0.031 -0.005 -0.009 0.000
C -2.484 -0.844 -4.539 -0.046 0.005 0.062 0.000
C -2.284 -0.106 -3.384 -0.114 -0.078 0.025 0.000
H -3.372 1.275 -0.128 -0.024 -0.061 0.029 0.000
H -5.563 2.304 0.441 -0.005 -0.058 -0.024 0.000
H -6.306 4.335 -0.722 0.049 0.068 0.078 0.000
H -4.817 5.469 -2.321 0.012 -0.020 -0.054 0.000
H -2.623 4.471 -2.894 0.012 0.053 -0.027 0.000
H -1.013 2.725 -4.794 0.098 0.027 -0.002 0.000
H -1.373 1.385 -6.839 -0.023 0.036 -0.026 0.000
H -2.325 -0.884 -6.676 0.021 -0.028 -0.018 0.000
H -2.915 -1.833 -4.476 -0.024 -0.025 0.011 0.000
H -2.558 -0.508 -2.418 0.008 -0.031 0.030 0.000
```
Positions in Å, forces in eV/Å.

Computed properties:
Max |F| ... 0.890 eV Å⁻¹
Total charge ... +3
Lowest unoccupied orbital energy (alpha / beta) ... -11.49 / -11.60 eV
2S+1 ... 2
Energy relative to the best compared isomer or geometry (same formula, charge and spin) ... 0.709 eV

C15H25Cl4N3 | the ωB97M-V functional and the def2-TZVPD basis

```
47
Properties=species:S:1:pos:R:3:forces:R:3:lowdin_charge:R:1
Cl 1.228 -3.499 -1.225 0.223 -0.205 0.194 0.529
C 0.820 -1.853 -1.687 -0.282 -0.062 0.100 -2.050
Cl -0.627 -1.368 -0.764 0.327 0.205 -0.063 0.528
Cl 2.185 -0.774 -1.385 -0.232 -0.061 0.070 0.554
Cl 0.428 -1.842 -3.394 -0.064 0.115 -0.387 0.539
C -1.570 -1.712 -7.529 -0.995 -0.186 -0.536 -0.124
C -0.419 -1.052 -7.071 0.670 -0.182 -0.503 -0.115
C 0.471 -1.053 -8.132 0.344 0.020 0.593 -0.140
N -0.113 -1.673 -9.195 -0.491 0.092 0.405 0.001
C -1.382 -2.059 -8.845 0.273 -0.087 0.011 -0.137
H -2.496 -1.885 -7.004 0.087 0.051 0.136 0.092
H -0.261 -0.690 -6.071 0.155 0.190 -0.057 0.061
H 1.499 -0.731 -8.192 -0.092 0.098 0.043 0.105
H 0.340 -1.882 -10.062 0.044 0.073 -0.165 0.141
H -2.036 -2.526 -9.562 0.006 -0.056 0.090 0.103
C -0.799 -1.667 4.139 -0.050 -0.814 0.731 -0.102
C -0.374 -2.447 3.039 0.048 0.562 -0.708 -0.127
C 0.125 -3.633 3.495 -0.313 0.170 0.244 -0.131
N -0.007 -3.610 4.862 -0.058 -0.439 -0.161 -0.004
C -0.599 -2.452 5.264 0.041 0.641 -0.396 -0.137
H -1.237 -0.686 4.104 -0.061 0.084 0.052 0.078
H -0.444 -2.127 2.009 0.123 -0.185 0.049 0.048
H 0.463 -4.496 2.950 0.191 -0.030 0.127 0.104
H 0.246 -4.364 5.471 -0.013 -0.038 0.046 0.142
H -0.841 -2.287 6.300 0.116 0.082 0.012 0.104
C 1.884 0.899 1.699 1.030 0.112 0.285 -0.108
C 1.513 2.367 1.452 -0.042 -0.484 0.763 -0.242
N 0.339 2.854 2.171 -0.567 0.161 0.045 -0.194
C 0.467 2.742 3.624 -0.276 -0.619 -0.164 -0.274
C -0.347 3.776 4.403 0.492 0.034 -0.243 -0.086
C -0.905 2.204 1.736 0.278 -0.254 -0.060 -0.261
C -1.188 2.440 0.258 -0.075 0.500 0.204 -0.091
H 1.122 0.163 1.458 -0.048 0.027 -0.136 0.035
H 2.234 0.728 2.722 -0.507 0.100 0.158 0.070
H 2.808 0.688 1.147 -0.327 -0.130 -0.364 0.051
H 2.348 2.969 1.819 0.056 0.114 -0.318 0.113
H 1.385 2.527 0.385 -0.006 0.212 -0.051 0.099
H 0.192 1.714 3.905 -0.074 0.007 0.318 0.103
H 1.512 2.826 3.930 0.067 0.240 -0.299 0.112
H 0.137 3.865 5.375 -0.243 0.272 0.119 0.066
H -0.274 4.715 3.851 0.027 0.113 0.249 0.076
H -1.404 3.568 4.561 0.017 -0.290 -0.143 0.062
H -1.758 2.563 2.318 0.238 0.406 0.054 0.112
H -0.876 1.133 1.988 0.050 -0.209 -0.200 0.096
H -0.933 3.485 0.061 -0.152 -0.009 -0.130 0.082
H -2.251 2.306 0.057 0.061 -0.107 -0.129 0.072
H -0.607 1.837 -0.435 0.007 -0.233 0.114 0.046
```
Positions in Å, forces in eV/Å.

Computed properties:
Max |F| ... 1.145 eV Å⁻¹
SMILES ... ClC(Cl)(Cl)Cl.c1cc[nH]c1.c1cc[nH]c1.CCN(CC)CC
Lowest unoccupied orbital energy ... 0.37 eV
Energy relative to the best compared isomer or geometry (same formula, charge and spin) ... 0.258 eV